# 1
Density functional theory data (ωB97M-V with the def2-TZVPD basis set) for a 2-piece molecular cluster, CH3Cl2O2PS overall.

Its LUMO energy is -0.50 eV. For the relative energy (zero: lowest compared OMol25 entry of this formula, charge and spin), the calculation gives 1.2904 eV. For the HOMO energy, the calculation gives -0.35799 Eh. Its electronic energy is -50349.334 eV. The HOMO-LUMO gap comes out at 9.24 eV.

Geometry as XYZ:
```
10
CH3Cl2O2PS | the OMol25 dataset | ωB97M-V with the def2-TZVPD basis set
C -3.15011 -0.52201 0.29424
O -1.30419 1.08994 -0.63261
O 1.84544 0.12292 -0.44614
P 3.50425 0.14079 -0.64787
S -2.67040 0.95725 -0.16589
Cl 3.66220 -1.67458 0.06061
Cl 4.11818 1.19157 1.05210
H -4.10649 -0.34223 0.76812
H 1.04502 0.60519 -0.58962
H -2.94389 -1.56884 0.30706
```



# 2
Density functional theory data (ωB97M-V with the def2-TZVPD basis set) for a 3-piece molecular cluster, C6H16O2 overall.

Its LUMO energy is 0.56 eV. For the relative energy (zero: lowest compared OMol25 entry of this formula, charge and spin), the calculation gives 1.8170 eV. For the HOMO energy, the calculation gives -0.35762 Eh. Its electronic energy is -10574.724 eV. The structure (SMILES) is C=CCCCC.O.O. The HOMO-LUMO gap comes out at 10.29 eV.

Geometry as XYZ:
```
24
C6H16O2 | the OMol25 dataset | ωB97M-V with the def2-TZVPD basis set
C 0.48892 -2.94471 -0.06026
C -0.11838 -1.78996 -0.27241
C 0.09675 -1.08101 -1.57964
C 0.36048 0.39051 -1.27690
C -0.87708 1.05477 -0.64445
C -2.38780 0.67690 -0.69036
H 1.11112 -3.42607 -0.79837
H 0.40091 -3.71085 0.75561
H -0.91436 -1.42961 0.38738
H 0.81019 -1.47274 -2.31320
H -0.83148 -1.08296 -2.22471
H 1.06471 0.37811 -0.40559
H 0.76248 1.07420 -2.04893
H -0.86382 2.13658 -0.82321
H -0.66915 1.04971 0.45362
H -2.99118 1.53089 -0.37501
H -2.64878 -0.21694 -0.10919
H -2.64413 0.57471 -1.75517
O 2.71120 1.18358 1.84302
H 2.50331 1.53547 0.97343
H 3.64742 1.31179 2.00959
O 0.01466 1.75409 3.06357
H 0.97400 1.72563 2.88206
H 0.00002 0.77789 3.00911
```



# 3
Density functional theory data (ωB97M-V with the def2-TZVPD basis set) for C6H7N in the gas phase.

Its LUMO energy is 1.03 eV. For the relative energy (zero: lowest compared OMol25 entry of this formula, charge and spin), the calculation gives 5.2995 eV. For the HOMO energy, the calculation gives -0.30498 Eh. Its electronic energy is -7820.348 eV. The structure (SMILES) is C1[C@@H]2[C@H]3[C@@H]2N2[C@H]3[C@H]12. The HOMO-LUMO gap comes out at 9.33 eV.

Geometry as XYZ:
```
14
C6H7N | the OMol25 dataset | ωB97M-V with the def2-TZVPD basis set
C 1.19921 -0.29201 -0.60008
C -0.11284 -1.02719 -0.44035
C -1.30676 -0.08831 -0.58859
C -0.60522 -0.66174 0.90682
N -0.14616 0.70926 1.21068
C -0.64841 1.22131 -0.08111
C 0.80260 0.98437 0.10617
H 1.46885 -0.11949 -1.64544
H 2.02226 -0.81720 -0.09857
H -0.23710 -2.04329 -0.80259
H -1.94298 -0.46436 0.37984
H -0.77899 -1.38970 1.70888
H -1.11364 2.20182 -0.15969
H 1.49889 1.79668 0.29254
```



# 4
Density functional theory data (ωB97M-V with the def2-TZVPD basis set) for C31H53N4O3PPdS as an isolated structure.

Its LUMO energy (alpha / beta) is -7.31 / -7.31 eV. For the relative energy (zero: lowest compared OMol25 entry of this formula, charge and spin), the calculation gives 2.8018 eV. The total charge is +2. For the HOMO energy (alpha / beta), the calculation gives -0.53663 / -0.53661 Eh. Its electronic energy is -68701.229 eV. The HOMO-LUMO gap (alpha / beta) comes out at 7.29 / 7.29 eV.

Geometry as XYZ:
```
94
C31H53N4O3PPdS | the OMol25 dataset | ωB97M-V with the def2-TZVPD basis set
Pd 0.58065 -0.94562 -0.93962
N -2.05972 2.17218 2.67109
C -2.47524 0.92238 3.36120
C -3.65334 0.29660 2.60427
C -3.23626 -0.32355 1.27221
N -2.73403 0.78463 0.35317
C -2.13555 -1.35572 1.45612
C -0.91133 -0.80712 2.18405
N -0.01129 -0.02421 1.27473
C -1.30438 -0.05527 3.46574
H -2.75480 2.89782 2.82878
H -2.33358 1.55029 0.98228
H -1.20263 2.53017 3.08181
H -2.80586 1.14885 4.37717
H -4.45294 1.02904 2.46510
H -4.07930 -0.50405 3.21131
H -4.09467 -0.76801 0.77001
H -3.48112 1.15467 -0.23120
H -1.98045 0.44296 -0.24659
H -1.83707 -1.79982 0.50152
H -2.56066 -2.16877 2.04893
H -0.32529 -1.66798 2.50736
H 0.90803 -0.43930 1.39226
H 0.08306 0.94200 1.57097
H -0.42820 0.45289 3.87871
H -1.57779 -0.80739 4.20904
O 0.05789 -3.41411 -0.69342
C 1.22739 -3.32264 -0.34256
N 1.62652 -2.20381 0.39599
S 3.18191 -1.84845 -0.05749
O 2.94802 -0.89286 -1.15850
O 4.03081 -1.43416 1.00172
C 3.55940 -3.43723 -0.68725
C 4.78367 -3.96098 -1.04292
C 4.78112 -5.26403 -1.53293
C 3.59808 -5.98674 -1.66193
C 2.37238 -5.43767 -1.30009
C 2.37115 -4.15116 -0.79497
H 5.69980 -3.39561 -0.94212
H 5.71804 -5.72495 -1.81488
H 3.63698 -6.99808 -2.04292
H 1.45268 -5.99943 -1.39043
C 2.18641 -1.37981 -6.16932
C 1.26389 -2.34935 -5.42159
C 0.85334 -1.79482 -4.04463
C 0.83933 -0.25545 -4.09009
C 2.29345 0.24165 -4.22047
C 3.09828 -0.65306 -5.18830
P -0.05068 0.42388 -2.64579
C 0.41505 2.13887 -2.22617
C 1.74257 2.28583 -1.47299
C 1.85706 3.70438 -0.89948
C 1.31956 4.77412 -1.86898
C 1.32451 4.25974 -3.30280
C 0.33659 3.09883 -3.44814
C -1.84199 0.48188 -3.04120
C -2.18218 1.00511 -4.46921
C -2.75019 -0.10484 -5.34784
C -4.05508 -0.65634 -4.76569
C -3.99371 -0.78068 -3.22973
C -2.54594 -0.85672 -2.75722
H 1.59748 -0.64701 -6.72892
H 2.77119 -1.92097 -6.91234
H 1.77071 -3.30469 -5.27376
H 0.37335 -2.56025 -6.01673
H 1.58507 -2.10104 -3.28619
H -0.10452 -2.21928 -3.73923
H 0.26031 0.05797 -4.96439
H 2.77174 0.22124 -3.24118
H 2.30664 1.27683 -4.56458
H 3.67203 -1.38814 -4.61731
H 3.82745 -0.04216 -5.71942
H -0.37940 2.42324 -1.51903
H 2.57377 2.07938 -2.14627
H 1.82293 1.55116 -0.66786
H 2.90413 3.89719 -0.66384
H 1.31560 3.75906 0.04941
H 1.90763 5.68678 -1.78451
H 0.29445 5.04937 -1.60126
H 2.33138 3.93565 -3.57936
H 1.05336 5.04886 -4.00409
H 0.52385 2.56827 -4.38313
H -0.67905 3.49579 -3.51774
H -2.23194 1.22567 -2.33385
H -1.31398 1.45884 -4.94537
H -2.91892 1.80689 -4.38127
H -2.00829 -0.90297 -5.45454
H -2.92364 0.27882 -6.35321
H -4.27079 -1.62865 -5.20907
H -4.88180 -0.00236 -5.04598
H -4.54865 -1.65746 -2.89597
H -4.47622 0.08760 -2.76333
H -2.04229 -1.67309 -3.27769
H -2.48059 -1.11268 -1.69396
```



# 5
Density functional theory data (ωB97M-V with the def2-TZVPD basis set) for C11H13N3OS as an isolated structure.

Its LUMO energy is 0.49 eV. For the relative energy (zero: lowest compared OMol25 entry of this formula, charge and spin), the calculation gives 12.3470 eV. For the HOMO energy, the calculation gives -0.28573 Eh. Its electronic energy is -28958.916 eV. The HOMO-LUMO gap comes out at 8.27 eV.

Geometry as XYZ:
```
29
C11H13N3OS | the OMol25 dataset | ωB97M-V with the def2-TZVPD basis set
O -4.04155 2.42440 0.16373
H -3.97904 3.23694 0.73493
C -2.89558 2.28872 -0.65622
C -1.62571 1.92804 0.38301
H -1.78768 1.17999 0.94212
H -1.37190 2.67969 1.19616
C -0.25365 1.53984 -0.15041
C 0.85002 1.24735 0.45862
N 1.42686 2.05464 1.28582
N 2.30345 1.42452 2.04255
C 2.30678 -0.10856 1.53162
S 3.44796 -1.18549 2.05189
N 1.47256 0.15815 0.68929
C 0.95506 -1.25863 -0.05647
C -0.21342 -1.59982 -0.14131
C -0.57974 -2.88332 -0.61728
C 0.42020 -3.40169 -1.27652
C 1.72327 -3.07811 -1.27777
C 1.92402 -1.88163 -0.82007
H 2.99396 -1.64066 -0.59245
H 2.55953 -3.59652 -1.95333
H 0.13227 -4.61630 -1.86291
H -1.68557 -3.26953 -0.77829
H -1.09892 -1.26797 0.61233
H 2.92812 1.77998 2.42379
H -0.52698 0.80671 -1.11396
H 0.05855 2.60896 -0.80870
H -3.00909 1.35778 -1.40080
H -2.43378 3.07252 -1.00937
```



# 6
Density functional theory data (ωB97M-V with the def2-TZVPD basis set) for C31H30AuClIN4OS2Se as an isolated structure.

Its LUMO energy (alpha / beta) is -4.70 / -4.70 eV. For the relative energy (zero: lowest compared OMol25 entry of this formula, charge and spin), the calculation gives 0.2328 eV. The total charge is +1. For the HOMO energy (alpha / beta), the calculation gives -0.34723 / -0.34723 Eh. Its electronic energy is -151970.339 eV. The HOMO-LUMO gap (alpha / beta) comes out at 4.75 / 4.75 eV.

Geometry as XYZ:
```
72
C31H30AuClIN4OS2Se | the OMol25 dataset | ωB97M-V with the def2-TZVPD basis set
Au 0.66992 1.29883 -0.10750
Cl -3.55167 -2.32553 -6.72890
C -2.56772 -1.72068 -5.43698
C -2.53596 -2.35752 -4.21654
C -1.76323 -1.90593 -3.13495
I -1.78630 -2.95078 -1.33907
C -0.95009 -0.76533 -3.22032
O -0.20746 -0.22032 -2.36733
C -1.01065 -0.14806 -4.53216
N -0.24260 0.95124 -4.62996
C -0.16234 1.72779 -5.69561
C -0.91834 1.37259 -6.81553
C -1.71137 0.24219 -6.78062
C -1.78699 -0.56484 -5.62738
H -3.13844 -3.24725 -4.08755
H 0.23247 1.16561 -3.73438
H -0.89507 1.98604 -7.70284
H -2.29891 -0.02871 -7.64813
S 0.33255 3.57434 -0.50940
C 0.41107 3.95707 -2.11324
N 0.62655 3.07796 -3.14832
C 0.59208 3.67365 -4.29857
C 0.76762 2.93413 -5.59758
C 0.72459 3.83122 -6.79643
C 0.55552 5.15336 -6.70746
C 0.36854 5.81469 -5.43110
C 0.39247 5.09851 -4.28956
S 0.20361 5.61018 -2.63570
H 1.79202 2.52862 -5.55866
H 0.88431 3.36919 -7.76154
H 0.56202 5.76316 -7.60013
H 0.21596 6.88646 -5.41349
C -0.81302 -3.49617 3.82220
C -1.56431 -3.27781 2.51015
C -2.57029 -2.12085 2.53226
C -1.98640 -0.75889 2.16386
N -0.83182 -0.39145 2.98205
C 0.45966 -0.43748 2.61013
Se 1.08236 -0.88391 0.88634
N 1.22461 -0.15492 3.67872
C 2.68642 -0.12384 3.73318
C 3.25057 -1.35883 4.42983
C 3.13227 -2.64194 3.60885
C 4.11256 -2.69995 2.44336
C 0.40184 0.10308 4.77007
C 0.69117 0.45722 6.08222
C -0.38687 0.64969 6.92478
C -1.70656 0.49554 6.47620
C -1.99046 0.14510 5.17035
C -0.90470 -0.04728 4.32516
H -0.20917 -4.40278 3.77099
H -1.51034 -3.60963 4.65489
H -0.13932 -2.67418 4.07069
H -2.10745 -4.19495 2.27280
H -0.85344 -3.12585 1.69183
H -3.06020 -2.07746 3.50904
H -3.35933 -2.30945 1.80049
H -2.72917 0.03222 2.27985
H -1.65323 -0.76206 1.12679
H 2.96358 0.78789 4.26392
H 3.04124 -0.03930 2.70794
H 2.74621 -1.47963 5.39220
H 4.30266 -1.16299 4.65351
H 2.10652 -2.75264 3.24126
H 3.30381 -3.49336 4.27051
H 3.95862 -1.87759 1.74324
H 3.99642 -3.62681 1.88171
H 5.14264 -2.65316 2.80215
H 1.70752 0.57543 6.43151
H -0.21034 0.92483 7.95541
H -2.51991 0.65473 7.17064
H -3.00847 0.02756 4.82587
```